24
Properties=species:S:1:pos:R:3:lowdin_charge:R:1 method="wB97M-V/def2-TZVPD" multiplicity=1 total_energy_ev=-11606.85198
C 2.421 0.954 -0.034 -0.061
C 1.103 0.520 0.502 -0.276
C -0.113 0.647 -0.137 -0.057
C -1.330 0.290 0.432 -0.009
C -1.331 -0.325 1.683 -0.328
O -2.525 -0.601 2.301 0.025
C -0.120 -0.532 2.341 -0.021
C 1.057 -0.169 1.731 -0.049
H 2.954 0.099 -0.502 0.085
H 3.169 1.213 0.715 0.077
H 2.405 1.640 -0.881 0.075
H -0.051 1.198 -1.058 0.078
H -2.244 0.243 -0.141 0.112
H -3.118 -1.109 1.721 0.113
H -0.077 -0.880 3.364 0.116
H 1.946 -0.524 2.245 0.114
C -0.003 0.392 -3.484 -0.172
C 0.624 -0.986 -3.369 -0.169
H 0.558 1.117 -2.900 0.038
H -0.001 0.747 -4.518 0.066
H -1.053 0.353 -3.196 0.066
H 0.195 -1.723 -2.686 0.063
H 1.673 -0.982 -3.031 0.062
H 0.659 -1.446 -4.351 0.054